(1)
A structure of composition C43H60N10O2P2PdTe, computed with the ωB97M-V functional and the def2-TZVPD basis.

Cartesian coordinates (Å):
H 1.3964 -11.5208 27.2061
Pd -2.3008 -7.7058 19.0285
C -1.1915 -6.5715 27.1036
C 1.4696 -10.7667 27.9978
C 3.2605 -7.6038 29.8611
C 2.4651 -8.7537 26.7274
H -4.8816 -8.5287 16.0589
N -3.7338 -10.0792 15.2849
H -0.2659 -8.7472 13.5403
H 4.8393 -10.4046 33.9074
H -0.3961 -7.4966 22.0300
C -2.1905 -3.7334 17.5620
C 1.8698 -6.2395 19.8992
C -3.3648 -5.0221 18.9638
C 0.0607 -7.4354 26.9168
C 4.4996 -9.7879 29.1809
H 4.0680 -7.4680 24.7939
C 2.3762 -7.5349 26.0927
C 5.3856 -10.7848 29.5750
C -3.6767 -10.9932 14.0890
H -4.9444 -8.6604 14.2094
H -2.8400 -11.7384 14.0905
H -2.0540 -7.1342 26.7021
C 5.6871 -10.0525 33.3583
H -7.3670 -6.9078 21.9210
H 4.1852 -6.2518 26.0774
C 0.6364 -7.8815 18.4714
C -3.9961 -2.4319 18.7015
C -5.2032 -6.9228 19.8069
O -2.4760 -8.5761 16.8766
H -3.8102 -12.4192 16.7356
H 2.4475 -10.9639 28.4189
C 5.8350 -10.8291 30.9643
H -4.5102 -4.1842 23.0271
C -5.2612 -8.9612 19.1411
H 0.6170 -10.8966 28.6409
C 2.9538 -5.0340 17.5908
C 2.8122 -5.1760 20.0503
N 0.5189 -8.4851 17.2268
H 4.0618 -3.7652 18.9387
H 3.8161 -6.8868 29.2358
N -3.2145 -3.7309 18.5028
N -2.1272 -11.2088 17.1695
C -4.9025 -9.1710 15.2245
H -0.0476 -11.1546 16.0417
H -7.1824 -5.5944 20.6569
H -3.2658 -1.6731 18.4628
H -0.0868 -11.1730 14.1515
H 1.9062 -6.6677 16.5603
P -4.4988 -5.3432 20.3951
H -0.9311 -5.5109 16.8570
H 1.1282 -5.8192 26.0873
H -3.7150 -10.5246 13.1056
C 3.4432 -6.7632 25.4051
H -4.7912 -2.4912 17.9653
H -1.9838 -2.9770 16.8225
C 0.1930 -8.7619 27.4182
H 3.1933 -5.9233 24.7286
H -0.7268 -7.8506 14.9072
C 2.1824 -6.1893 17.4967
C -1.7818 -6.1570 23.1855
C 1.6450 -6.7642 18.6339
H -4.6144 -11.5210 14.0336
C 3.2575 -4.5258 18.9341
H -5.8010 -9.7242 15.1847
H 6.7232 -11.0909 28.0951
H 6.5516 -11.6198 31.0864
C 6.0151 -11.7069 28.5854
N -4.4681 -7.8596 19.1583
H -0.9683 -12.1911 18.6831
C 4.4212 -9.0488 31.4756
H 1.4755 -6.7507 20.7410
C 1.1633 -6.8600 26.3281
N -6.4073 -7.3897 20.1868
H 3.2986 -4.6045 16.6774
N -2.2605 -6.9126 21.2010
H -1.4907 -6.3851 28.1115
H -1.1545 -5.6894 26.5458
O -0.2517 -8.2778 19.2902
C 1.3711 -9.3988 27.3793
H -7.3279 -9.2465 20.0299
C -1.1061 -11.1859 18.1871
C 0.0062 -10.6117 15.1482
H 6.6035 -12.4427 29.1727
N -1.2132 -9.7571 15.1104
H -2.6042 -13.1109 17.8966
H 3.9625 -8.4869 32.1953
H -0.6770 -9.2287 27.9048
H 6.5405 -10.6519 33.5737
H -1.9760 -8.3405 13.8430
C -3.5825 -4.5006 23.5093
C -1.7485 -5.0125 17.4196
H 0.8546 -9.9537 15.3262
C -3.1580 -6.0019 21.5061
C -7.4488 -6.6317 20.8590
C -3.1625 -12.2128 17.6262
C 5.3824 -10.0199 31.8879
C 4.0412 -8.8028 30.0764
H 2.8455 -7.1230 30.7178
H -2.8489 -3.6505 23.6874
N -2.3884 -5.7731 18.3482
H -3.7092 -11.8203 18.4796
H -1.2807 -10.5249 19.0217
P -2.4149 -9.9058 16.2318
C -1.0331 -8.5472 14.2323
H -0.0940 -10.9767 17.9274
C -6.4309 -8.7167 19.8158
H 5.5202 -12.2093 27.8217
H -4.9424 -9.8951 18.5888
H -3.7874 -4.9094 24.4372
H 2.3993 -7.8273 29.2707
Te 4.3920 -9.5439 27.0676
H -1.1949 -5.9541 24.0513
H -4.2352 -2.2705 19.7625
H 5.8778 -9.0731 33.7010
C -1.3703 -7.0277 22.2157
H -8.4550 -6.9290 20.5145
N -2.8992 -5.4847 22.7351
H 3.2677 -4.7968 20.9466

Atoms 1-6, force components in eV/Å:
-0.2 0.0 -0.1
0.4 -1.2 0.4
-0.4 -2.9 -0.5
0.2 0.0 -1.4
-0.6 0.9 -2.1
0.7 -1.1 0.6

HOMO energy (alpha / beta)	-0.515 / -0.498	Eh
total charge	+3
HOMO-LUMO gap (alpha / beta)	8.306 / 3.970	eV
LUMO level (alpha / beta)	-0.210 / -0.352	Eh
electronic energy	-3450.1046	hartree
2S+1	6

(2)
A structure of composition C43H60N2O3SSiZn, computed with the ωB97M-V functional and the def2-TZVPD basis.

Cartesian coordinates (Å):
H 5.9425 -0.6053 -0.7762
H -1.6879 -4.3270 -2.2955
C 1.5031 5.0380 -0.4359
H -0.5814 -1.5801 4.8959
C -0.6345 -2.0233 -6.1950
H -3.1048 -3.0853 5.5492
C 3.7829 0.8757 -0.0097
C -2.9576 -2.8703 4.4871
H -3.7487 -3.3794 3.9321
H 0.7999 1.7483 4.1051
H 1.8711 1.9416 5.4989
H -0.7050 -2.9664 5.9835
H -4.9333 -5.1814 -0.7746
C -5.3576 2.4989 -0.2151
H -4.3898 -2.1532 -0.8309
H -0.9149 1.1907 -2.4256
H -5.4675 0.9093 -1.6540
H -1.9157 -5.6757 -1.1661
C 1.7962 0.2210 1.9587
H 1.3417 3.2161 0.7106
C -3.4444 1.3191 -1.0767
H -2.2002 1.1064 -4.3136
H -2.6417 -0.5846 -3.9893
H -6.4295 2.6538 -0.1893
H 3.8380 3.5894 2.8476
C -2.1832 0.0884 -4.7250
C 0.3713 0.8952 -6.1030
C 2.6784 0.0080 -0.3881
H 2.4092 5.3651 0.0587
C -3.1697 -3.9530 -0.7346
C 2.7992 1.0774 2.2685
H -0.1869 1.1636 -7.0074
H -1.2087 -1.8218 -7.1063
Zn 0.5308 -0.8721 -1.9516
H 0.4921 -2.9798 4.6851
C -4.2452 -4.7816 -0.0270
H 3.7087 2.9360 -1.8238
C -0.8237 4.1940 -1.7230
C 2.9862 3.2770 3.4552
O 0.4233 -0.8092 -3.8156
C 4.8396 1.2482 -1.0496
H 2.0733 3.6442 2.9781
C -2.4251 -4.8768 -1.7113
H -0.4656 -5.2063 3.8966
C 2.9280 1.7529 3.6314
C -3.8745 -2.8320 -1.5175
H -1.1695 -2.7839 -5.6169
H -3.0057 0.5522 -1.7064
H 4.2072 0.1847 4.4278
O 2.5367 -0.4335 -1.5566
H 3.0795 3.7632 4.4305
O -0.9161 -2.2991 -1.4641
H 0.3330 -2.4440 -6.4854
C -0.2545 3.4367 -0.7079
C -1.4509 -4.8560 4.2120
C 1.7477 1.4242 4.5448
C -2.1800 -3.3365 0.2549
H -2.4974 3.7043 1.1571
H -4.6186 -3.2656 -2.1922
C 0.9038 3.8412 -0.0628
H -3.1626 -2.2604 -2.1130
C -0.2171 5.3835 -2.0912
H -0.6484 5.9821 -2.8835
H -4.8289 -4.1778 0.6737
H -3.0739 -1.7949 4.3339
C -1.3543 -2.9690 2.5750
H 4.3205 1.7248 5.3015
N -0.5607 0.8456 -1.5318
C -2.6311 2.1147 -0.2910
H -2.8194 0.0917 -5.6169
C 3.7945 1.3553 1.2637
H 0.4288 1.7818 -5.4622
H 6.6759 2.3497 -1.2302
C -0.3626 -2.1575 2.1452
H 1.3930 0.6331 -6.3959
C -2.2588 -3.5261 1.5972
H 5.5433 3.0918 -0.1001
H 1.4168 6.7320 -1.7466
H 6.3046 0.2443 -2.2864
H -1.5950 -5.1289 5.2612
C -0.2005 -1.8793 0.7489
H 1.0045 0.0290 2.6644
C 0.9440 5.8041 -1.4484
H 3.4091 1.4185 -2.6928
H 0.3512 -1.7487 2.8400
C 5.5031 -0.0269 -1.5930
H -1.7293 3.8623 -2.2201
H 6.4563 1.6399 0.3715
Si -0.4261 -0.4976 -5.1324
H -3.1414 -5.3359 -2.3994
C 4.1732 2.0199 -2.2011
N 0.7500 -1.1498 0.1865
H -3.0556 -4.1526 1.9742
H 4.6032 2.0157 1.5464
H 5.1039 1.5370 3.7278
C -4.5256 3.2825 0.5800
C -1.0940 -2.5033 -0.2407
H 1.6844 0.3529 4.7553
H -4.9479 4.0443 1.2233
C 5.9373 2.1348 -0.4549
C 4.2196 1.2704 4.3117
H 4.9265 2.2999 -2.9439
C -1.5618 -3.3325 4.0425
H 4.7867 -0.6540 -2.1207
C -3.1535 3.0917 0.5471
S -0.8642 1.8014 -0.3207
C -0.5233 -2.6714 4.9476
H -2.2024 -5.3863 3.6233
H -3.8151 -5.6297 0.5131
C 1.7092 -0.3541 0.6539
C -4.8201 1.5203 -1.0377

Atoms 1-6, force components in eV/Å:
0.0 0.0 0.0
-0.1 0.0 0.0
0.0 0.0 0.0
0.0 -0.1 0.0
0.0 -0.1 -0.1
0.0 0.0 -0.1

HOMO energy (alpha / beta)	-0.267 / -0.266	Eh
HOMO-LUMO gap (alpha / beta)	5.862 / 5.786	eV
LUMO level (alpha / beta)	-0.052 / -0.053	Eh
ΔE to the lowest compared entry with this formula, charge and spin	0.214	eV
electronic energy	-4476.8814	hartree
2S+1	1

(3)
A structure of composition C43H60N3NiO2S, computed with the ωB97M-V functional and the def2-TZVPD basis.

Cartesian coordinates (Å):
H 1.6901 -5.5523 -4.2559
H -3.6113 -3.4440 -3.5516
C -2.2620 -2.6286 1.1149
C 0.7998 -6.3509 -1.0127
H 3.1998 1.0939 -0.5211
C -3.7265 0.6688 0.4453
H 5.0190 4.7973 0.2136
C 3.6502 5.3665 1.8101
H 2.1167 -1.5673 1.5676
C -1.6185 -0.8190 -4.5833
C 1.7572 2.3845 0.3630
H 3.7953 2.8844 0.6794
C 2.0965 1.1301 -0.4077
H 2.6587 7.2935 1.6484
C -1.3874 6.1445 1.1613
H -2.4138 6.4735 0.9991
H 1.6579 -5.8896 -0.5351
N 0.1529 -0.0728 2.6786
C 4.5722 5.6975 0.6269
H -5.9102 0.5820 0.6454
H -1.6861 3.4333 -0.9210
H -1.0231 -1.5751 3.5268
H 2.4437 -0.6745 -1.7948
C -4.9443 0.1098 0.6774
C 4.4539 4.6397 2.8985
C -2.6332 -0.2313 0.5768
C 3.1687 6.6967 2.4008
H 3.9990 6.1855 -0.1589
C -1.7354 4.4833 -0.6469
H -0.4914 1.9137 2.7375
C -2.2929 -1.7114 -3.5303
C 2.2235 -0.4965 1.3805
C -3.2044 -0.8440 -2.6589
C 0.3872 2.7576 0.4902
H -3.2373 4.2638 1.6533
H -2.1879 -5.8555 2.1635
C 1.5635 0.2779 2.5222
H -2.6158 -3.2867 -5.0111
H 2.6854 -5.4874 -2.8030
C 1.1697 -3.4405 -1.6600
C -2.7412 -3.8771 1.5442
H -2.6141 -0.0980 -2.1361
H -1.0617 -0.0370 -4.0760
H 3.3080 -0.2635 1.3751
H -1.9016 3.9997 2.7797
H -3.6112 1.7032 0.1738
H -2.7557 4.8425 -0.7808
C 1.8289 -5.9770 -3.2612
C 0.0155 -1.2494 3.5192
H -3.9892 -2.2175 -4.7581
C 0.2653 -4.2820 -2.3013
C -1.8486 -4.8892 1.8147
C -0.5647 1.0097 3.3329
O -0.5261 -0.2700 -1.7252
H 0.3107 -1.0283 4.5629
C -0.1102 -3.4050 1.1576
H 4.0284 7.2649 2.7564
C 1.1855 4.8970 1.3327
C -1.2799 4.6548 0.8100
H 2.1239 0.0885 3.4568
O -0.5677 1.9447 0.2263
H -1.5103 -6.3968 -2.5274
H 2.4963 6.5347 3.2401
C -0.8623 -3.6895 -2.8607
S -4.8609 -1.5618 1.0687
C -0.4923 -4.6484 1.6387
H -3.7274 -1.4507 -1.9223
Ni -0.6093 -0.1168 0.3188
C 0.9292 -2.0946 -1.4992
C -2.2193 3.8842 1.7437
H 4.8586 3.7006 2.5306
H -0.3479 -7.6321 -3.0120
H 0.6334 -2.0677 3.1589
C -3.1741 -2.7373 -4.2556
H 1.6446 1.2523 -1.4002
C 2.7697 3.2235 0.7868
H -3.8045 -4.0187 1.6685
C -3.0895 -1.4851 0.8977
C -1.1584 -2.3466 -2.7335
H 3.8161 4.4231 3.7537
C 0.1361 4.1036 0.9131
H 2.0957 -3.8479 -1.2721
H -2.2084 2.8309 1.4847
H 0.9334 -3.2078 0.9581
C 0.5660 -5.7710 -2.4129
H 0.9626 5.8887 1.6835
H -0.1525 1.2067 4.3390
N 1.6301 -0.1851 0.0826
H 5.2836 5.2627 3.2330
C -0.2854 -1.5089 -1.9630
H -1.5373 -4.3109 -3.4269
C 2.5111 4.4798 1.3275
H 2.0520 -7.0413 -3.3604
H -1.0765 5.0494 -1.3052
H 0.2421 -5.4056 1.8692
H -0.9298 -1.4046 -5.1915
H 1.6373 1.3399 2.2896
C 2.0135 -1.2014 -0.9298
H 5.3734 6.3671 0.9406
H -0.7048 -6.2884 -4.0998
H -2.3621 -0.3603 -5.2356
C -0.5745 -6.5656 -3.0550
H 0.9751 -7.4248 -1.0623
N -0.9485 -2.4171 0.9105
H -3.9421 -0.3398 -3.2864
H -1.6174 0.7394 3.4264
H -0.7388 6.7470 0.5283
H 2.8139 -1.8362 -0.5240
H -1.1410 6.3289 2.2061
H -0.0759 -6.1650 -0.3957

Atoms 1-6, force components in eV/Å:
0.0 0.0 0.0
-0.1 -0.1 0.0
0.4 -0.4 0.1
-0.2 0.0 -0.2
-0.3 -0.1 0.0
-0.2 -0.1 0.1

HOMO energy (alpha / beta)	-0.148 / -0.155	Eh
total charge	-1
HOMO-LUMO gap (alpha / beta)	6.503 / 6.684	eV
LUMO level (alpha / beta)	0.091 / 0.091	Eh
electronic energy	-3895.8749	hartree
2S+1	3